# 1
# C34H58N2O4SiZn

C34H58N2O4SiZn as an isolated structure in a non-equilibrium geometry (ωB97M-V/def2-TZVPD, OMol25).

Output
HOMO in Ha: -0.283
Multiplicity: 1
Orbital gap in eV: 8.4

Atoms and positions in Å:
Zn 0.08798 1.13967 1.35390
Si 1.87796 1.82471 -1.23318
O 1.45892 2.14420 2.41452
O 0.57348 -0.65691 -3.16366
O 1.81363 -2.41644 -1.70817
O 2.79705 0.36061 1.96030
N -0.55854 -0.16588 2.86025
N -1.72163 2.02556 1.31173
C 0.61443 -4.21009 2.68111
C 1.65482 -0.84381 -4.12163
C -1.61031 -0.46424 5.05790
C 2.52880 1.42620 2.56300
C 3.38576 -3.72238 -0.29319
C -0.19920 -1.54319 2.89166
C 0.96242 -1.98583 3.56557
C -1.81893 -1.05016 -3.23230
C 1.97194 3.47193 -0.32635
C -2.76599 2.04970 -0.91700
C 0.75069 0.40019 -0.60876
C -2.44005 -2.12084 1.85680
C -1.05958 -2.50071 2.30061
C -0.63078 -3.81983 2.18493
C -1.56041 4.02466 -0.10897
C -2.04237 2.71195 0.10353
C -1.41402 0.30272 3.77487
C -3.41957 0.73071 -0.64259
C 1.72138 -1.11328 4.51191
C -3.75776 2.92752 2.31793
C 1.29054 2.45882 -2.90675
C 1.40137 -3.29263 3.37707
C 2.96138 -2.37806 -0.85143
C -2.50642 2.08795 2.38415
C -1.65780 4.58560 -1.38129
C 3.62299 1.14829 -1.33233
C -2.84035 2.63276 -2.18155
C -0.66689 -0.26967 -3.80459
C 0.05695 -4.02939 -2.10078
C -0.93630 4.78499 1.02098
C 1.58072 -2.18113 -4.79997
C -2.22632 1.42593 3.58699
C -2.26373 3.88177 -2.42218
C 0.63422 -3.02243 -1.14119
H -1.24892 5.58529 -1.54421
H 1.75637 -1.57879 5.51072
H 1.12550 -0.22695 0.22047
H -0.15574 -3.56431 -3.06935
H -4.14540 0.78576 0.18330
H 1.59787 1.81189 -3.73624
H -0.80417 0.81246 -3.64874
H 2.58219 -0.73377 -3.54923
H 3.20507 -4.53163 -1.00803
H 2.35722 -3.59006 3.81311
H -2.11257 0.19039 5.77637
H -2.68448 -0.04409 -0.37939
H 0.95479 -5.23995 2.55794
H -0.34011 0.57192 -0.67300
H 0.19921 2.56252 -2.92837
H 0.65335 -2.28341 -5.37345
H -2.77629 -2.78895 1.05270
H 2.75784 -0.99722 4.17368
H 3.24567 1.83209 3.30678
H 2.86121 -3.92879 0.64542
H -2.82160 1.72746 4.44570
H 1.61485 -0.03884 -4.87598
H 3.70414 0.30040 -2.02256
H -4.29835 2.81602 3.26244
H -0.58974 -0.44593 -4.89188
H -2.48900 -1.08883 1.48846
H 1.06294 4.06730 -0.48413
H -2.25150 -1.34412 4.89508
H 4.30049 1.94186 -1.67890
H 1.28076 -0.11985 4.62392
H 3.94615 0.82004 -0.33459
H 2.13366 3.37297 0.75247
H -0.09157 4.24759 1.47493
H -3.95611 0.38182 -1.53445
H -0.56891 5.75172 0.65506
H -0.66274 -0.80213 5.49273
H 0.88437 -0.44550 -1.57646
H -3.52971 3.99252 2.17585
H 1.71572 3.45815 -3.08219
H -1.29061 -4.54282 1.70018
H 3.75073 -1.94216 -1.47685
H -1.84203 -1.01526 -2.13732
H 2.42047 -2.27380 -5.49563
H 1.65734 -2.98247 -4.06104
H -3.36689 2.09559 -2.97462
H -1.66262 4.98690 1.82119
H 2.76842 -1.66350 -0.03400
H 0.85818 -3.49035 -0.16909
H -4.42138 2.60484 1.50355
H -2.30769 4.31754 -3.42160
H -3.16751 -2.20851 2.68104
H -1.78298 -2.10080 -3.54583
H 2.81708 4.04009 -0.74700
H -0.87393 -4.43869 -1.69155
H -2.75549 -0.62492 -3.60917
H -0.07674 -2.20411 -0.94894
H 4.45593 -3.69052 -0.06908
H 0.75679 -4.86359 -2.24201

Results of the Löwdin charge analysis, in e, for atoms 1 through 6:
1. Zn 0.695
2. Si 0.502
3. O -0.169
4. O -0.268
5. O -0.220
6. O -0.066

---

# 2
# C23H32AsN4OPScSe2Te2

C23H32AsN4OPScSe2Te2 as an isolated structure in a non-equilibrium geometry (ωB97M-V/def2-TZVPD, OMol25).

Output
HOMO in Ha: -0.156
Multiplicity: 1
Relative energy (zero: lowest compared OMol25 entry of this formula, charge and spin) in eV: 1.952
Net charge: -1
Orbital gap in eV: 5.6

Atoms and positions in Å:
Te 5.93068 -8.00555 13.12360
Te 2.97052 -7.34791 12.69864
Se 6.25713 -7.68460 15.52387
Se 2.37705 -4.93570 13.38637
As 1.17874 -1.03296 14.65830
Sc 4.15794 -5.63095 15.14647
P 7.60762 -5.02147 18.01234
O 5.90613 -4.72926 14.48158
N 6.84802 -3.91136 11.18316
N 5.72102 -3.37323 14.46367
N 4.73353 -0.45571 12.62760
N 2.96910 -6.95704 16.40421
C 2.60438 -4.96214 17.72529
C 8.91916 -5.49656 16.81770
C 1.82274 -8.62808 18.25737
C 1.44874 -1.12654 12.67499
C 2.81570 -8.25483 16.12693
C 3.88094 -2.97184 17.22995
C 5.75015 -2.79695 13.26754
C 8.24736 -2.39095 17.10085
C 2.26289 -9.14061 17.05005
C 3.20929 -2.22342 18.24447
C 10.34074 -5.03729 17.12434
C 0.08098 0.61833 14.70942
C 5.08992 -1.48114 13.10013
C 2.00634 -4.20923 18.77301
C 7.80730 -3.23641 18.31681
C 1.85377 -7.24104 18.48633
C 3.52891 -4.24488 16.88450
C 2.37306 -6.37132 17.51800
C 6.43313 -3.37709 12.14355
C 6.98508 -5.43268 20.66287
C 8.03902 -5.73204 19.61584
C 2.77340 -0.10421 15.33025
C 2.24882 -2.88266 19.00645
H 6.78303 -2.90479 18.61840
H 10.36657 -4.20941 17.81485
H 1.38041 -9.16943 19.06593
H 5.96146 -5.43592 20.20800
H 3.57212 -1.19779 18.40193
H 10.94872 -5.86362 17.56922
H 0.89039 -2.05382 12.43537
H 8.61641 -5.31240 15.79429
H 3.48410 -0.82673 15.68764
H 1.78864 -2.31615 19.79201
H 9.03583 -5.40657 19.95922
H -0.36199 0.77825 13.73908
H 8.28937 -1.34562 17.44760
H 3.13306 -8.57482 15.15500
H 3.17493 0.48943 14.49996
H 8.38442 -3.07367 19.21564
H 0.73881 1.42046 15.09973
H 2.40060 -10.24649 16.91504
H -0.66880 0.52867 15.52422
H 9.25051 -2.58072 16.78281
H 1.07027 -0.21739 12.18861
H 2.46450 0.50829 16.17636
H 1.34260 -4.71738 19.42900
H 8.80524 -6.58790 16.87702
H 6.99333 -6.18012 21.40793
H 7.11605 -4.44338 21.11053
H 4.72205 -2.56692 16.71799
H 10.87549 -4.78012 16.18036
H 7.51174 -2.41137 16.27780
H 1.43809 -6.92701 19.43845
H 8.13826 -6.83603 19.50073
H 2.52437 -1.27313 12.60942

Results of the Löwdin charge analysis, in e, for atoms 1 through 6:
1. Te 0.201
2. Te 0.240
3. Se -0.206
4. Se -0.131
5. As 1.047
6. Sc 0.251

---

# 3
# C31H42CoN3OP

C31H42CoN3OP as an isolated structure in a non-equilibrium geometry (ωB97M-V/def2-TZVPD, OMol25).

Output
HOMO (alpha / beta) in Ha: -0.069 / -0.161
Multiplicity: 5
Relative energy (zero: lowest compared OMol25 entry of this formula, charge and spin) in eV: 0.599
⟨S²⟩: 6.06
Net charge: -1
Orbital gap (alpha / beta) in eV: 4.4 / 6.9

Atoms and positions in Å:
Co -0.02940 -0.06043 -0.29911
P 1.33821 -3.00920 4.84169
O 1.34330 -1.95042 3.78208
N -2.20215 1.46244 0.48753
N -2.00115 2.06488 -1.63617
N -0.75695 -0.29377 4.11306
C -0.04083 -0.00549 2.88920
C -3.36831 1.90008 0.11887
C -0.64297 0.45992 5.18207
C 2.38407 -2.48723 6.21105
C 0.67284 -0.52976 -2.11157
C 0.16405 1.63890 5.20606
C 0.02052 3.29628 -4.51699
C -1.34184 1.35250 -0.55648
C 1.71274 -1.06525 -0.09334
C -0.40337 3.20810 -6.98536
C 0.58976 -0.22440 -3.57292
C 0.51607 1.34783 2.84030
C -1.19410 -2.38899 -2.10431
C -2.47027 2.05095 -4.02000
C -1.61089 2.40989 -2.93807
C -0.17728 -0.78119 1.76372
C -0.38002 3.05134 -3.19344
C 0.47600 3.41772 -2.01305
C 0.66883 2.10994 3.98097
C 0.58185 -1.94029 -0.25819
C -3.72138 1.27119 -3.75586
C -0.09851 -1.58302 -1.47987
C 2.01488 -4.54051 4.18522
C -3.36346 2.32327 -1.16032
C 1.76507 -0.18353 -1.23233
C -0.82105 2.92880 -5.58124
C -2.05730 2.31213 -5.34384
C 0.15243 -3.04063 0.66015
C 2.89689 0.74761 -1.53932
C -0.30361 -3.35317 5.49893
C 2.67519 -1.07998 1.04808
H 3.24527 -0.14151 1.11163
H 0.66594 2.54031 -1.37114
H 0.84351 -1.10816 -4.18672
H 2.16763 -1.23702 2.01490
H -0.91797 -3.25993 0.55998
H -1.92344 -2.72087 -1.35587
H -0.42635 0.08507 -3.84622
H -0.97091 -2.51703 5.25353
H 0.99488 3.76484 -4.71675
H 0.38868 2.11506 6.16607
H -4.15555 2.88634 -1.73329
H 0.67030 1.78879 1.85013
H 0.34189 -2.82904 1.71369
H -0.82860 2.45688 -7.65525
H -4.14682 0.95444 -4.71501
H 1.23196 3.05589 3.94485
H 1.44572 3.80980 -2.34412
H 0.71282 -3.96396 0.42269
H -0.67879 -4.28047 5.04645
H 2.02785 -1.51142 6.56322
H -1.27597 -1.27137 1.89632
H 3.41597 -2.38564 5.85162
H 0.68645 3.19242 -7.05526
H -4.50500 1.85187 -3.25387
H -1.72926 -1.80409 -2.85969
H 1.22897 -5.06727 3.63085
H -0.75646 4.19456 -7.30768
H 2.33705 -3.22704 7.01723
H -0.78689 -3.29230 -2.58920
H -4.15993 1.71142 0.76008
H 2.84536 -4.30595 3.50661
H -1.13600 0.12833 6.12463
H 3.25578 1.22904 -0.62048
H 2.37144 -5.16047 5.01405
H -2.70764 1.99759 -6.17151
H -0.23384 -3.48257 6.58702
H 3.74990 0.21662 -1.99237
H 1.27707 0.58292 -3.84456
H 0.01540 4.18146 -1.36892
H 3.39280 -1.90729 0.92819
H 2.57671 1.53334 -2.23340
H -3.53778 0.35986 -3.15962

Results of the Löwdin charge analysis, in e, for atoms 1 through 6:
1. Co 0.535
2. P 0.539
3. O -0.366
4. N 0.017
5. N -0.017
6. N 0.062

---

# 4
# C5H12N2

A 2-piece molecular cluster, C5H12N2 overall in a non-equilibrium geometry (ωB97M-V/def2-TZVPD, OMol25).

Output
HOMO in Ha: -0.301
Multiplicity: 1
Relative energy (zero: lowest compared OMol25 entry of this formula, charge and spin) in eV: 3.538
SMILES: [H]/N=C\N.C=C(C)C
Orbital gap in eV: 8.2

Atoms and positions in Å:
N 1.00435 -2.07456 0.05876
N 1.03275 -0.65387 -1.85041
C -1.19790 1.10105 -0.64536
C 0.41530 -1.22556 -0.73308
C -0.43983 0.48255 0.34211
C 0.71495 1.28022 0.92881
C -1.23042 -0.22176 1.43336
H -2.10347 -0.72815 1.02610
H 1.39655 0.60171 1.44192
H -1.10274 2.15055 -0.88841
H 0.47631 -0.06687 -2.45110
H 1.27026 1.80322 0.15233
H 1.97882 -0.90080 -2.09872
H -0.59359 -0.96763 1.90953
H -1.55748 0.48720 2.19472
H -1.78086 0.58079 -1.38766
H -0.64828 -1.52321 -0.97931
H 2.00882 -2.13073 -0.11387
H 0.35644 2.00586 1.66029

Results of the Löwdin charge analysis, in e, for atoms 1 through 6:
1. N 0.079
2. N 0.068
3. C 0.028
4. C -0.457
5. C -0.481
6. C -0.076

---

# 5
# C3H4ClFO

One molecule with the formula C3H4ClFO in a non-equilibrium geometry (ωB97M-V/def2-TZVPD, OMol25).

Output
HOMO in Ha: -0.387
Multiplicity: 1
Relative energy (zero: lowest compared OMol25 entry of this formula, charge and spin) in eV: 0.762
SMILES: FC1(Cl)COC1
Orbital gap in eV: 11.4

Atoms and positions in Å:
Cl -1.54387 -0.68388 0.29856
F 0.56697 -1.16659 -1.05183
O 1.14582 1.55822 0.43420
C 1.01351 0.17566 0.97682
C 0.36410 1.19670 -0.71461
C 0.12116 -0.22921 -0.18918
H 0.58633 0.19359 1.97433
H 0.95040 1.16973 -1.63224
H 1.97929 -0.32983 0.97714
H -0.53211 1.76711 -0.84006

Results of the Löwdin charge analysis, in e, for atoms 1 through 6:
1. Cl 0.670
2. F 0.008
3. O -0.101
4. C -0.106
5. C -0.147
6. C -0.804

---

# 6
# C11H13N2O6Ti

C11H13N2O6Ti as an isolated structure in a non-equilibrium geometry (ωB97M-V/def2-TZVPD, OMol25).

Output
HOMO (alpha / beta) in Ha: -0.601 / -0.600
Multiplicity: 2
Relative energy (zero: lowest compared OMol25 entry of this formula, charge and spin) in eV: 2.560
⟨S²⟩: 0.76
Net charge: +2
Orbital gap (alpha / beta) in eV: 5.8 / 6.0

Atoms and positions in Å:
Ti -0.20350 -0.28360 -2.72958
O -1.64147 2.44847 -2.00801
O 2.34295 0.86898 -0.96319
O -0.29767 0.47865 -0.45602
O -0.38102 1.45379 -8.07418
O 1.83486 -2.46633 -3.79367
O -1.40361 -2.02362 -0.32473
N -0.74660 1.01002 1.65111
N 0.77497 -0.74105 1.18919
C -0.68536 0.88617 -7.08474
C 1.51376 -1.77049 0.39105
C 1.10584 -1.68636 -3.34381
C 1.45863 0.41894 -1.55870
C -0.72190 0.77621 3.02892
C 0.98539 -0.87138 2.58478
C -0.31003 -0.63477 3.29541
C -0.04883 0.22136 0.80596
C -1.66192 2.05588 1.10366
C -1.13074 1.46307 -2.35059
C -0.92143 -1.41160 -1.18836
H 1.37355 -1.85952 2.82871
H 0.60403 0.69520 -3.81877
H -1.14020 2.84341 0.55292
H -0.01849 1.48494 3.48825
H -2.45245 1.62945 0.48182
H 1.18589 -2.76455 0.73533
H -1.70640 0.95220 3.44885
H -2.16181 2.54043 1.95280
H 1.73209 -0.13957 2.92286
H -0.20435 -0.80075 4.36150
H 2.58274 -1.67736 0.62756
H 1.40637 -1.75266 -0.69777
H -1.06326 -1.34355 2.94143

Results of the Löwdin charge analysis, in e, for atoms 1 through 6:
1. Ti 0.762
2. O 0.221
3. O 0.231
4. O -0.238
5. O 0.004
6. O 0.242